ORCA calculation (ωB97M-V/def2-TZVPD) on a structure of composition C45H72AsIrO6SeSi3 in a non-equilibrium geometry.

Results
Spin multiplicity: 1
HOMO energy, eV: -7.44
ΔE to the lowest compared entry with this formula, charge and spin, eV: 3.497

Last column: Mulliken charge in e.
Positions of all 129 atoms, in Å:
Ir  -0.424383  -0.852866  0.533734  5.015
C  -2.725145  6.858080  1.769582  -2.130
C  -1.485963  6.182581  1.171124  2.065
C  -1.342137  6.683790  -0.274953  -1.751
C  -0.256489  6.622537  1.979984  -1.372
C  -1.594901  4.660941  1.191181  -0.805
C  -0.766616  3.885326  0.397484  -0.848
C  -0.876057  2.506724  0.410018  0.540
Se  0.178369  1.458519  -0.816315  -0.052
C  1.920287  1.418484  0.005919  0.472
C  2.643915  2.583301  0.117949  -0.605
C  3.939090  2.555856  0.619084  -0.059
C  4.458375  1.303211  0.924806  -0.668
C  3.769054  0.098546  0.794072  -0.150
C  2.419562  0.147308  0.360274  0.364
O  1.642337  -0.902954  0.242442  -1.400
C  4.526612  -1.189277  1.162629  2.773
C  4.811031  -1.151175  2.671928  -2.237
C  5.850208  -1.222391  0.377100  -1.988
C  3.782034  -2.490248  0.848800  -2.368
C  4.702820  3.863299  0.800925  2.211
C  4.865345  4.565686  -0.555859  -1.644
C  6.100475  3.642400  1.382290  -2.172
C  3.910992  4.776485  1.750166  -1.422
C  -1.842797  1.814202  1.164796  0.460
O  -1.964732  0.512561  1.091264  -1.720
C  -2.713839  2.609834  1.964029  -0.572
C  -2.536012  3.984937  1.968626  -0.238
C  -3.905851  1.967484  2.675181  2.665
C  -3.496878  0.768825  3.547009  -1.592
C  -4.853830  1.477459  1.567956  -1.159
C  -4.665394  2.953068  3.566267  -2.474
H  -2.642315  7.938262  1.644511  0.462
H  -2.817868  6.657330  2.837186  0.353
H  -3.632880  6.525179  1.264063  0.434
H  -1.418304  7.771886  -0.298409  0.450
H  -2.130343  6.270373  -0.905448  0.385
H  -0.378564  6.413334  -0.706392  0.342
H  -0.170894  7.711241  1.968767  0.449
H  0.657637  6.200261  1.560377  0.117
H  -0.341113  6.294062  3.016604  0.334
H  -0.034104  4.344023  -0.254801  0.319
H  2.179775  3.514864  -0.182735  -0.095
H  5.476058  1.246553  1.283516  0.301
H  5.376648  -0.260025  2.947467  0.330
H  5.382705  -2.030204  2.977204  0.503
H  3.869247  -1.146150  3.221502  0.495
H  6.531417  -0.429678  0.686598  0.331
H  5.659454  -1.110336  -0.691273  0.380
H  6.359121  -2.173795  0.540462  0.487
H  2.851973  -2.566790  1.403889  0.211
H  4.412195  -3.337289  1.130134  0.577
H  3.560871  -2.569249  -0.214998  0.505
H  5.411796  3.929348  -1.253144  0.361
H  5.425534  5.493581  -0.424677  0.457
H  3.901075  4.811507  -1.000901  0.285
H  6.707061  3.032299  0.711395  0.417
H  6.052752  3.161299  2.360056  0.394
H  6.603873  4.602096  1.505215  0.445
H  2.937651  5.029394  1.328972  0.087
H  4.455230  5.706576  1.925435  0.464
H  3.748966  4.281881  2.708705  0.334
H  -3.185698  4.566757  2.603283  0.386
H  -3.035957  -0.010304  2.948065  -0.025
H  -4.385216  0.352633  4.027130  0.520
H  -2.793661  1.073012  4.324419  0.365
H  -4.343468  0.737626  0.955436  -0.357
H  -5.162887  2.305662  0.927335  0.344
H  -5.745132  1.023022  2.006698  0.552
H  -4.020532  3.363851  4.345022  0.439
H  -5.487676  2.424651  4.049867  0.488
H  -5.097497  3.773060  2.991029  0.399
C  -3.886139  -3.617430  2.141303  -0.970
Si  -4.079131  -3.067409  0.345813  0.666
C  -4.762644  -4.449537  -0.773934  -1.006
C  -5.400646  -1.709655  0.212257  -1.026
As  -2.042069  -2.325939  -0.648556  -0.081
Si  -0.916725  -4.378800  -1.131026  0.600
C  0.927358  -3.979858  -1.065696  -0.826
C  -1.374660  -5.007925  -2.869190  -1.230
C  -1.349287  -5.703672  0.140806  -1.030
Si  -2.616964  -1.103241  -2.605266  0.377
C  -3.194732  0.651051  -2.190444  -0.444
C  -0.994006  -1.004779  -3.572440  -0.766
C  -3.942721  -1.975055  -3.641285  -1.139
H  -4.715604  -3.261223  2.752704  0.471
H  -2.960483  -3.205035  2.544110  0.006
H  -3.834695  -4.701876  2.236833  0.362
H  -5.737033  -4.778815  -0.411490  0.398
H  -4.111889  -5.321632  -0.821232  0.211
H  -4.895332  -4.072998  -1.790034  0.241
H  -6.386036  -2.145052  0.041664  0.558
H  -5.185575  -1.032581  -0.615336  0.153
H  -5.459112  -1.116689  1.121980  0.096
H  1.497051  -4.495397  -1.839292  0.695
H  1.323886  -4.273490  -0.092399  0.211
H  1.089747  -2.904207  -1.162980  -0.140
H  -0.907157  -4.411612  -3.654117  0.351
H  -2.452789  -4.999896  -3.038555  0.293
H  -1.031752  -6.036098  -2.993432  0.405
H  -1.365916  -5.258618  1.135683  0.060
H  -0.576226  -6.472886  0.148697  0.501
H  -2.305597  -6.192545  -0.045365  0.366
H  -2.431026  1.175927  -1.616434  -0.252
H  -4.106399  0.664216  -1.592805  0.251
H  -3.381009  1.228423  -3.097011  0.543
H  -0.233823  -0.506137  -2.969467  0.032
H  -1.100830  -0.448278  -4.503722  0.423
H  -0.626413  -2.003936  -3.812107  0.184
H  -4.917814  -1.926209  -3.154645  0.301
H  -3.690096  -3.026934  -3.782142  0.285
H  -4.032178  -1.514842  -4.625395  0.403
O  0.573175  -4.342788  2.515534  -0.709
C  0.243210  -3.166725  2.528402  -0.687
O  -0.695159  -2.683166  1.767906  -0.837
C  0.928114  -2.215082  3.486707  -0.058
C  0.535568  -0.889135  3.610272  0.008
C  1.156770  -0.016489  4.505626  -1.221
C  2.157892  -0.541019  5.283488  1.116
O  2.915028  0.077219  6.243724  -0.539
C  3.783574  -0.919631  6.760498  -0.421
O  3.598303  -2.113209  6.020379  -0.527
C  2.562072  -1.866824  5.156385  0.392
C  1.971490  -2.725199  4.269814  -0.492
H  -0.291683  -0.528061  3.010534  0.603
H  0.857019  1.019067  4.582821  0.574
H  3.551657  -1.104879  7.816800  0.297
H  4.822281  -0.588121  6.667967  0.293
H  2.283745  -3.752727  4.155635  0.515

Cartesian forces (eV/Å) of the 3 atoms listed first:
-0.3 1.7 -0.7
0.1 -0.1 0.0
0.1 0.2 0.0